108
Properties=species:S:1:pos:R:3 method="wB97M-V/def2-TZVPD" homo_ev=-8.92 total_charge=0 de_lowest_kcal_mol=83.5 lumo_ev=-1.9 largest_force_ev_per_a=5.23
Li -5.65962 4.24724 -0.60561
O -2.31917 4.12824 -1.28715
C -1.47456 3.25966 -1.45032
O -0.57065 2.85464 -0.55397
B 0.19960 1.76203 -1.11166
O -0.36368 1.48743 -2.48519
C -1.35932 2.26355 -2.72387
O -2.04158 2.30884 -3.73889
O 0.14808 0.56523 -0.21847
C 1.38963 0.17545 0.12092
O 1.67879 -0.85514 0.65204
C 2.39722 1.20182 -0.53248
O 1.65015 2.09947 -1.15892
O 3.60803 1.03829 -0.27954
C 7.43650 -4.06056 2.34417
C 6.44439 -3.18964 2.66070
C 5.72497 -3.18802 3.86858
C 5.90447 -4.28588 4.72462
C 6.93304 -5.26338 4.45112
C 7.61893 -5.16170 3.20163
N 5.12157 -4.39951 5.93802
O 4.53122 -3.40507 6.27113
O 4.89822 -5.51387 6.38274
H 7.94541 -4.02898 1.39212
H 6.20307 -2.39866 1.96606
H 4.96163 -2.44845 4.06024
H 7.10546 -5.90211 5.30475
H 8.30786 -5.96263 2.97742
C 3.47820 1.53051 -6.92351
C 4.64539 2.04063 -7.43996
C 5.82720 1.69534 -6.84843
C 5.81516 0.98510 -5.66370
C 4.60571 0.47887 -5.16733
C 3.43410 0.78582 -5.77399
N 7.10523 0.59707 -4.89735
O 8.16920 1.10533 -5.30878
O 7.03242 -0.27857 -4.03638
H 2.52695 1.77667 -7.37174
H 4.57515 2.73952 -8.26032
H 6.72788 2.10657 -7.27979
H 4.59541 -0.11636 -4.26621
H 2.47486 0.40920 -5.45083
N 1.81613 -4.13574 -5.15235
C 2.81552 -4.79197 -4.44119
C 2.68233 -4.89238 -3.05343
C 1.52845 -4.44688 -2.44444
C 0.54230 -3.83850 -3.26603
C 0.68779 -3.71229 -4.55585
H 3.63166 -5.23238 -4.99467
H 3.58181 -5.26642 -2.58713
H 1.46420 -4.65294 -1.38624
H -0.43467 -3.56413 -2.89637
H -0.16896 -3.51348 -5.18263
N -2.15048 -2.98374 4.82112
C -3.26972 -3.68235 5.23828
C -3.37755 -5.08297 5.26421
C -2.19314 -5.83819 5.05169
C -1.05836 -5.15803 4.62984
C -1.03850 -3.73363 4.53836
H -4.19774 -3.12992 5.24101
H -4.33104 -5.38988 5.66801
H -2.24922 -6.91354 5.13464
H -0.17878 -5.74799 4.41844
H -0.08759 -3.30339 4.26073
N -4.51230 3.69007 2.30006
C -4.02409 2.50168 2.81299
C -3.71510 2.20551 4.11717
C -3.84815 3.30633 4.98970
C -4.28999 4.58049 4.57189
C -4.50768 4.71491 3.24039
H -4.07970 1.71940 2.07046
H -3.31468 1.26866 4.47549
H -3.65386 3.07608 6.02683
H -4.32232 5.40046 5.27402
H -4.90796 5.55505 2.69234
N 1.52648 5.40293 3.54240
C 2.89989 5.21770 3.63546
C 3.41061 3.96594 4.09327
C 2.48251 2.86442 4.06128
C 1.15736 3.00056 3.71631
C 0.79943 4.35644 3.46435
H 3.53939 6.08782 3.61728
H 4.36020 3.74255 4.55671
H 2.95365 1.97934 4.46263
H 0.50460 2.14046 3.69298
H -0.20796 4.63903 3.19661
N -6.90040 6.25109 -2.76583
C -6.43560 6.04391 -4.00370
C -6.79164 6.77594 -5.17165
C -7.62819 7.82023 -5.01230
C -8.22560 8.10210 -3.78429
C -7.83987 7.23758 -2.70373
H -5.87253 5.17716 -4.31691
H -6.37192 6.38335 -6.08603
H -7.87255 8.52594 -5.79248
H -8.81376 8.99155 -3.61304
H -8.39578 7.32826 -1.78224
N -5.18560 -3.01029 -1.77175
C -4.28498 -2.55324 -0.93692
C -3.46747 -3.41033 -0.22178
C -3.66799 -4.76913 -0.25025
C -4.80146 -5.22787 -1.02640
C -5.46761 -4.33463 -1.82076
H -4.17808 -1.48220 -0.84831
H -2.82175 -2.98667 0.53317
H -3.40819 -5.53714 0.46325
H -5.00577 -6.28786 -0.99338
H -6.26055 -4.62686 -2.49325


103
Properties=species:S:1:pos:R:3 method="wB97M-V/def2-TZVPD" multiplicity=2 homo_ev="-15.68 / -15.68" total_charge=+3 de_lowest_kcal_mol=0.0 lumo_ev="-8.3 / -11.3" largest_force_ev_per_a=0.41
Ir -0.33143 0.56521 -0.23091
C -2.38668 -2.21178 4.08845
N -1.67639 -1.89299 2.85272
C -1.51723 -0.70291 2.28643
N -0.90837 -0.86298 1.11657
C -0.68795 -2.21124 1.03818
N -1.16384 -2.86213 2.06710
C -3.88546 -2.04670 3.94546
C -4.68354 -1.88761 5.09149
C -6.06140 -1.71716 5.00332
C -6.67714 -1.68290 3.76827
C -5.88727 -1.85240 2.61544
C -4.49311 -2.04831 2.71614
C -6.47725 -1.80355 1.33383
N -7.74071 -1.50491 0.98670
N -7.80856 -1.53808 -0.32545
C -6.59239 -1.86798 -0.78396
O -5.72981 -2.03520 0.23752
C -6.13811 -2.03480 -2.11472
C -6.98738 -1.80932 -3.21297
C -6.47424 -1.95870 -4.48502
C -5.13854 -2.31817 -4.66980
C -4.29052 -2.55188 -3.58218
C -2.84170 -2.94794 -3.76344
N -1.92958 -1.94289 -3.20799
C -1.66511 -1.64489 -1.94034
N -0.83481 -0.61196 -1.89574
C -0.61670 -0.31757 -3.21351
N -1.27177 -1.10118 -4.02708
C -4.80374 -2.42390 -2.31297
H -2.00646 -1.56898 4.88242
H -2.11775 -3.23911 4.33284
H -1.83481 0.21702 2.74573
H -0.14510 -2.67721 0.23427
H -4.21659 -1.89310 6.06981
H -6.64631 -1.60079 5.90478
H -7.74467 -1.53520 3.67340
H -3.91379 -2.19015 1.81392
H -8.01979 -1.52893 -3.05046
H -7.10827 -1.79912 -5.34609
H -4.75611 -2.42531 -5.67795
H -2.57769 -3.03625 -4.81397
H -2.63494 -3.90337 -3.28123
H -2.06964 -2.16875 -1.09346
H -0.00912 0.50159 -3.54984
H -4.19314 -2.63501 -1.44623
O 0.28105 1.97147 -1.63514
S 0.97593 3.30133 -1.97179
C 2.27302 3.69959 -0.78434
C 3.35008 2.61304 -0.71505
C 3.21755 1.82542 0.58926
C 3.86638 0.45731 0.63767
S 2.96180 -0.86378 -0.22284
O 1.45843 -0.57529 -0.17583
C 3.53052 -0.65792 -1.89599
C 2.74381 -0.05348 -2.85883
C 3.22134 0.04227 -4.15726
C 4.47494 -0.46553 -4.47332
C 5.25142 -1.07629 -3.49731
C 4.77770 -1.18814 -2.19822
C -0.17004 4.60161 -1.62166
C -0.60477 5.35653 -2.70155
C -1.50666 6.39107 -2.48292
C -1.96431 6.64761 -1.20088
C -1.52297 5.88263 -0.12238
C -0.61688 4.85988 -0.32700
H 1.83463 3.91417 0.19045
H 2.64509 4.64101 -1.19823
H 4.33410 3.07889 -0.77290
H 3.27911 1.96484 -1.58934
H 2.17049 1.70556 0.84927
H 3.64364 2.41433 1.40526
H 3.92962 0.10244 1.66687
H 4.86947 0.41793 0.20574
H 1.79147 0.36029 -2.56808
H 2.62241 0.51615 -4.92444
H 4.84801 -0.39076 -5.48558
H 6.22210 -1.48016 -3.74974
H 5.37105 -1.69235 -1.44397
H -0.23761 5.14729 -3.69870
H -1.84251 6.99689 -3.31296
H -2.65752 7.46060 -1.03124
H -1.86423 6.11004 0.87911
H -0.23639 4.29524 0.51357
O -0.74629 2.84061 3.03148
C -0.80959 2.26946 1.97321
O 0.17930 1.69163 1.35341
C -2.12517 2.20527 1.22039
C -3.25784 2.78766 1.79840
C -4.44839 2.67850 1.14407
C -4.48010 2.08383 -0.13453
C -5.68325 2.02380 -0.88240
C -5.68302 1.56475 -2.16630
C -4.46380 1.18133 -2.76412
C -3.29338 1.19490 -2.05737
C -3.27601 1.60002 -0.70641
N -2.11842 1.58345 0.04720
H -3.13972 3.27493 2.75615
H -5.36300 3.07154 1.57130
H -6.59273 2.39309 -0.42462
H -6.59818 1.55105 -2.74320
H -4.44551 0.90486 -3.81113
H -2.36659 0.97959 -2.55589


97
Properties=species:S:1:pos:R:3 method="wB97M-V/def2-TZVPD" multiplicity=3 homo_ev="-10.12 / -10.24" total_charge=+1 de_lowest_kcal_mol=0.0 lumo_ev="-2.4 / -2.5" largest_force_ev_per_a=0.62
V -0.99055 -0.99653 -0.06801
C 1.50409 -3.24760 -0.07369
C 2.51754 -2.11070 -0.14851
C 2.48693 -1.44618 -1.49422
C 3.64620 -1.33466 -2.24707
C 3.58133 -0.77979 -3.51424
C 2.35058 -0.36396 -3.98385
C 1.24788 -0.49407 -3.15485
N 1.29575 -1.01652 -1.92873
N 0.26122 -2.85661 0.62892
C 0.56927 -2.79972 2.06898
C -0.22851 -1.77094 2.81328
C -0.23119 -1.74007 4.19849
C -0.89241 -0.70987 4.84550
C -1.55963 0.24294 4.09315
C -1.56579 0.10488 2.72024
N -0.88157 -0.85824 2.09075
C -0.76142 -3.89976 0.36443
C -1.18546 -3.80002 -1.07108
C -1.48360 -4.89067 -1.86613
C -1.85928 -4.67465 -3.18316
C -1.90115 -3.38007 -3.67424
C -1.57676 -2.34286 -2.81971
N -1.24340 -2.55027 -1.54727
H 1.92500 -4.12156 0.43920
H 1.24477 -3.56017 -1.08361
H 3.52084 -2.49166 0.04276
H 2.30380 -1.36572 0.62512
H 4.58479 -1.69104 -1.84476
H 4.47190 -0.68375 -4.12034
H 2.23551 0.07525 -4.96374
H 0.28422 -0.13738 -3.49195
H 1.61994 -2.52563 2.18808
H 0.45809 -3.79001 2.52593
H 0.28659 -2.50722 4.75832
H -0.89075 -0.65461 5.92544
H -2.08788 1.06280 4.55610
H -2.12002 0.78112 2.08340
H -1.62734 -3.71871 1.00516
H -0.35970 -4.89517 0.58941
H -1.42709 -5.89151 -1.46073
H -2.10886 -5.51180 -3.82052
H -2.18006 -3.17557 -4.69753
H -1.60336 -1.30757 -3.14075
C 1.90277 4.79448 0.02793
C 2.90465 3.67388 0.08162
C 4.25394 4.01830 0.12064
C 5.25928 3.06602 0.17017
C 4.92759 1.72292 0.17999
C 3.59132 1.36079 0.14765
C 2.56759 2.30634 0.09539
P 0.86630 1.61335 0.08320
C 0.00931 2.67547 1.30859
C -1.03805 3.52620 0.95396
C -1.68863 4.29514 1.90318
C -1.27975 4.23944 3.22808
C -0.23414 3.40576 3.58783
C 0.41428 2.60650 2.64926
C 1.53413 1.70746 3.09901
C 0.17161 2.07614 -1.53679
C 0.89972 2.76207 -2.50236
C 0.38616 2.96197 -3.77609
C -0.87172 2.46811 -4.08860
C -1.59950 1.76938 -3.13655
C -1.09629 1.54360 -1.85227
C -1.86781 0.74603 -0.86750
H 2.38369 5.70509 -0.32680
H 1.49233 4.99852 1.01875
H 1.06598 4.57355 -0.63110
H 4.51977 5.06792 0.10423
H 6.29514 3.37634 0.19840
H 5.69782 0.96421 0.21989
H 3.33032 0.31259 0.17396
H -1.32820 3.60976 -0.08587
H -2.49687 4.94992 1.60694
H -1.76740 4.85037 3.97601
H 0.08962 3.36554 4.62151
H 1.49469 1.55604 4.17708
H 2.51003 2.13157 2.85312
H 1.47765 0.73071 2.61001
H 1.88879 3.13482 -2.26585
H 0.96127 3.50680 -4.51273
H -1.28930 2.62769 -5.07454
H -2.58830 1.39695 -3.38227
H -2.87328 0.55262 -1.23677
H -2.00633 1.32598 0.05194
F -6.89729 -3.01821 0.93404
C -5.63760 -2.57246 0.76412
C -4.76414 -2.60055 1.82695
C -3.46608 -2.13359 1.63730
C -3.00339 -1.63090 0.41417
C -3.94560 -1.64490 -0.62577
C -5.24715 -2.10184 -0.47243
H -5.09671 -2.97959 2.78401
H -2.81666 -2.18441 2.50434
H -3.67126 -1.28923 -1.61219
H -5.95473 -2.09482 -1.29078


104
Properties=species:S:1:pos:R:3 method="wB97M-V/def2-TZVPD" multiplicity=2 homo_ev="-6.90 / -6.89" total_charge=0 de_lowest_kcal_mol=0.0 lumo_ev="0.2 / -1.8" largest_force_ev_per_a=2.32
Pb 0.40124 -0.57911 0.20315
I 5.35952 -3.28424 -5.85130
C 3.82002 -2.47649 -4.66242
C 2.48378 -2.29706 -5.11807
C 1.58842 -1.65886 -4.27377
I -0.35581 -1.41170 -4.88707
C 1.96708 -1.12897 -2.96153
O 1.19017 -0.35850 -2.27003
C 3.25710 -1.55431 -2.45563
C 3.65246 -1.40943 -0.99991
N 2.68133 -1.95576 -0.04501
C 2.53924 -3.42024 -0.07765
C 1.26379 -3.86005 -0.71621
C 1.21168 -4.68618 -1.87225
C -0.03084 -5.00918 -2.41812
C -1.21766 -4.58333 -1.77765
C -1.08084 -3.79643 -0.62581
N 0.14051 -3.39102 -0.20356
C 4.16748 -2.13667 -3.35311
H 2.17486 -2.73749 -6.07900
H 3.72889 -0.32138 -0.76451
H 4.63740 -1.85192 -0.78756
H 3.05274 -1.65629 0.86592
H 2.63006 -3.78000 0.97269
H 3.37049 -3.83152 -0.67216
H 2.11649 -5.07625 -2.30154
H -0.08287 -5.64528 -3.30094
H -2.20613 -4.87389 -2.11833
H -1.90076 -3.44644 -0.00648
H 5.17294 -2.38052 -3.02820
O -2.38934 -3.22396 2.34352
C -1.87782 -2.09490 2.24415
O -1.72884 -1.39666 1.15949
C -1.41120 -1.37833 3.52080
P 0.27004 -0.68032 3.29920
C 1.30987 -2.09830 3.60896
C 0.74891 -3.39501 3.72218
C 1.60919 -4.46401 4.02340
C 2.97387 -4.25821 4.30142
C 3.51746 -2.97880 4.14483
C 2.69193 -1.91203 3.73980
C 0.54181 0.58892 4.57161
C 1.67307 0.59258 5.42296
C 1.88296 1.67864 6.27510
C 0.98317 2.74509 6.36492
C -0.17749 2.71354 5.55754
C -0.42966 1.60521 4.73581
H -1.49314 -1.98146 4.44763
H -2.11605 -0.53621 3.64997
H -0.30356 -3.52716 3.54999
H 1.20525 -5.46244 4.03394
H 3.60255 -5.10099 4.56865
H 4.54857 -2.78710 4.36139
H 3.13907 -0.92921 3.61693
H 2.33796 -0.25955 5.49724
H 2.80299 1.67787 6.82644
H 1.17084 3.55587 7.03699
H -0.91360 3.52558 5.55103
H -1.37902 1.51802 4.20790
C 4.05809 3.17871 -0.89728
O 2.78031 3.67075 -0.34775
C 2.03582 2.70424 0.24904
O 2.40403 1.54637 0.40076
N 0.87243 3.26553 0.63208
N -0.10524 2.52445 1.33944
H 4.51084 4.08935 -1.32027
H 3.85203 2.39204 -1.67372
H 4.64123 2.67858 -0.09443
H 0.85571 4.28169 0.52848
H -1.04560 2.81128 1.03068
H 0.02031 2.68528 2.34663
C -3.34290 -0.85208 -1.95529
Ge -2.09345 0.58618 -1.29313
C -3.29128 1.59646 -0.06640
C -4.09285 0.86398 0.82962
C -4.77425 1.51201 1.86311
C -4.62982 2.91277 2.07299
C -3.90873 3.64220 1.12046
C -3.28796 3.00052 0.01928
C -1.69022 1.88931 -2.75728
C -0.35065 2.13341 -3.03119
C 0.06625 3.03650 -4.03495
C -0.86592 3.65205 -4.84008
C -2.25210 3.49786 -4.54746
C -3.20814 4.27218 -5.27287
C -4.53312 4.19762 -4.93134
C -4.97004 3.26568 -3.92540
C -4.07169 2.49776 -3.23075
C -2.67790 2.55762 -3.52872
H -4.24710 -0.46783 -2.48116
H -3.66041 -1.51398 -1.12142
H -2.77234 -1.48498 -2.66921
H -4.07919 -0.21925 0.81267
H -5.39117 0.90927 2.51993
H -5.11243 3.43709 2.87715
H -3.81925 4.70915 1.20211
H -2.74987 3.58481 -0.73336
H 0.39854 1.63441 -2.40477
H 1.11865 3.19041 -4.16579
H -0.52353 4.30706 -5.62902
H -2.82869 4.88753 -6.08610
H -5.28345 4.73276 -5.45330
H -6.04110 3.22372 -3.71824
H -4.43639 1.84135 -2.43141